{
  "formula": "C4H5N3",
  "method": "ωB97M-V/def2-TZVPD",
  "smiles": "[H]/N=C1\\N=CC(=C)N1",
  "total_charge": 0,
  "homo_ev": -9.0647,
  "symbols": ["H", "N", "C", "N", "C", "C", "C", "N", "H", "H", "H", "H"],
  "coordinates": [[-1.924, 2.591, -0.594], [-0.955, 2.413, -0.754], [-0.634, 1.248, -0.321], [-1.559, 0.263, 0.276], [-0.931, -0.719, 0.664], [0.480, -0.701, 0.120], [1.395, -1.616, 0.058], [0.635, 0.735, -0.184], [-1.480, -1.415, 1.285], [1.175, -2.569, 0.625], [2.373, -1.312, -0.287], [1.425, 1.081, -0.888]],
  "mulliken_charge": [0.28, -0.66, 0.39, -0.45, -0.20, 0.52, -0.78, -0.29, 0.38, 0.23, 0.27, 0.31]
}


{
  "formula": "C27H46Br9F9N4O10",
  "method": "ωB97M-V/def2-TZVPD",
  "total_charge": 0,
  "homo_ev": -8.5968,
  "symbols": ["C", "C", "O", "N", "C", "H", "H", "H", "H", "H", "H", "H", "C", "C", "O", "N", "C", "H", "H", "H", "H", "H", "H", "H", "C", "C", "O", "N", "C", "H", "H", "H", "H", "H", "H", "H", "C", "C", "O", "N", "C", "H", "H", "H", "H", "H", "H", "H", "C", "C", "O", "C", "O", "C", "F", "F", "F", "H", "H", "H", "H", "H", "C", "C", "O", "C", "O", "C", "F", "F", "F", "H", "H", "H", "H", "H", "C", "C", "O", "C", "O", "C", "F", "F", "F", "H", "H", "H", "H", "H", "C", "Br", "Br", "Br", "H", "C", "Br", "Br", "Br", "H", "C", "Br", "Br", "Br", "H"],
  "coordinates": [[1.433, 4.880, 2.641], [0.601, 3.629, 2.615], [0.235, 3.194, 1.526], [0.340, 2.969, 3.757], [-0.472, 1.802, 3.797], [2.481, 4.688, 2.417], [1.389, 5.310, 3.644], [0.955, 5.594, 1.972], [0.602, 3.333, 4.659], [0.061, 0.913, 3.455], [-1.359, 1.751, 3.164], [-0.837, 1.701, 4.819], [3.739, -5.150, -1.775], [3.107, -4.172, -0.844], [2.014, -3.639, -1.047], [3.908, -3.751, 0.112], [3.551, -2.805, 1.140], [3.088, -6.027, -1.782], [4.707, -5.541, -1.465], [3.723, -4.857, -2.824], [4.737, -4.281, 0.336], [2.468, -2.813, 1.257], [3.883, -1.844, 0.744], [4.065, -3.059, 2.066], [-2.395, 1.884, -0.158], [-1.357, 0.877, -0.518], [-1.435, 0.237, -1.571], [-0.322, 0.770, 0.314], [0.703, -0.205, -0.023], [-3.203, 1.883, -0.887], [-1.881, 2.820, 0.059], [-2.834, 1.498, 0.764], [-0.193, 1.392, 1.099], [1.539, 0.455, -0.250], [0.514, -0.953, -0.791], [0.974, -0.858, 0.808], [1.116, 1.657, -3.549], [0.999, 0.269, -4.185], [1.713, -0.088, -5.106], [0.276, -0.583, -3.502], [0.060, -2.007, -3.850], [1.803, 2.244, -4.155], [1.575, 1.405, -2.592], [0.113, 2.069, -3.450], [-0.176, -0.220, -2.669], [-0.803, -2.059, -4.514], [-0.166, -2.539, -2.925], [0.956, -2.463, -4.267], [-3.359, -0.684, 3.625], [-4.418, 0.064, 4.360], [-5.205, -0.870, 5.137], [-6.576, -0.874, 4.924], [-7.244, -0.142, 4.185], [-7.314, -1.940, 5.667], [-8.017, -1.300, 6.618], [-8.231, -2.501, 4.851], [-6.449, -2.875, 6.159], [-2.637, -0.033, 3.131], [-3.848, -1.301, 2.870], [-2.731, -1.335, 4.233], [-4.940, 0.766, 3.710], [-3.966, 0.739, 5.088], [-5.054, -1.287, -3.098], [-4.565, 0.093, -2.752], [-3.876, 0.578, -3.896], [-3.551, 1.883, -3.977], [-3.876, 2.805, -3.229], [-2.709, 2.162, -5.295], [-3.497, 2.939, -6.019], [-1.606, 2.863, -5.167], [-2.412, 1.063, -6.044], [-5.467, -1.769, -2.212], [-4.190, -1.873, -3.414], [-5.762, -1.302, -3.925], [-4.039, 0.143, -1.798], [-5.422, 0.722, -2.502], [4.426, -1.070, -2.378], [5.420, -0.184, -1.577], [6.632, -0.146, -2.307], [7.802, 0.001, -1.647], [7.881, 0.472, -0.530], [9.019, -0.367, -2.503], [9.523, -1.513, -2.041], [8.628, -0.493, -3.788], [10.019, 0.492, -2.465], [3.474, -1.074, -1.846], [4.768, -2.071, -2.639], [4.296, -0.612, -3.359], [5.509, -0.604, -0.576], [4.893, 0.763, -1.465], [4.436, 1.518, 2.414], [3.468, 2.184, 0.834], [6.074, 0.668, 1.848], [3.334, 0.424, 3.609], [4.740, 2.392, 2.985], [-1.297, -3.898, 0.258], [-2.675, -2.695, -0.497], [-2.069, -5.613, 0.661], [-0.585, -3.016, 1.963], [-0.462, -4.008, -0.432], [-4.526, 4.714, 3.122], [-2.637, 4.434, 3.848], [-5.790, 3.676, 4.322], [-4.546, 3.816, 1.316], [-4.789, 5.767, 3.171]],
  "mulliken_charge": [-1.22, 0.61, -0.55, 0.10, -1.19, 0.20, 0.41, 0.31, 0.27, 0.28, 0.14, 0.56, -1.37, 0.72, -0.56, -0.07, -0.18, 0.39, 0.40, 0.27, 0.25, -0.09, -0.08, 0.39, -1.25, 0.26, -0.72, 1.00, -0.40, 0.41, 0.43, 0.41, -0.13, -0.11, -0.04, 0.10, -0.40, 0.70, -0.76, 0.74, -0.96, 0.35, -0.13, 0.10, -0.18, 0.28, 0.16, 0.31, -0.82, -0.15, -0.26, 0.32, -0.53, 0.88, -0.23, -0.24, -0.23, -0.02, 0.33, 0.36, 0.27, 0.32, -1.54, 0.68, -0.21, 0.54, -0.60, 0.87, -0.27, -0.26, -0.25, 0.40, 0.32, 0.36, -0.43, 0.44, -1.02, 0.38, -0.24, 0.36, -0.51, 0.84, -0.25, -0.23, -0.23, 0.05, 0.28, 0.47, -0.11, 0.08, -0.39, -0.01, 0.01, -0.08, 0.48, -0.26, 0.03, -0.02, -0.07, 0.24, -0.49, 0.00, -0.03, 0.06, 0.47]
}